# C37H61N2O13

A cluster of 6 separate species, C37H61N2O13 in total (ωB97M-V/def2-TZVPD, OMol25).

Results
Charge ... +1
Strongest force on any atom ... 3.26 eV/Å
E ... -68944.62157 eV

Geometry as XYZ:
```
113
C37H61N2O13 (ωB97M-V/def2-TZVPD)
C 0.209 -3.179 2.703
N -0.470 -1.832 2.705
C -1.883 -2.098 3.126
C -0.454 -1.280 1.379
O -1.479 -1.326 0.704
C 0.849 -0.625 0.740
C 0.505 -0.450 -0.788
C 0.294 0.863 -1.407
C -0.060 0.918 -2.838
C -0.378 2.188 -3.711
C 0.308 3.542 -3.299
C 0.178 4.245 -2.011
C 0.841 5.539 -1.740
C 1.650 6.214 -2.766
C 1.811 5.520 -4.077
C 1.150 4.223 -4.326
C -0.173 -0.399 -3.548
C 0.047 -1.668 -2.854
C -0.117 -3.063 -3.560
O -1.457 -3.098 -4.107
O -1.433 -2.661 -5.413
N 0.376 -1.638 -1.503
H 1.047 -3.197 3.456
H 0.617 -3.438 1.684
H -0.498 -4.003 2.990
H -2.523 -1.177 3.054
H -1.916 -2.406 4.216
H -2.345 -2.955 2.558
H 0.914 0.407 1.176
H 1.763 -1.253 0.910
H 0.385 1.810 -0.813
H -1.484 2.356 -3.823
H 0.003 1.947 -4.749
H -0.447 3.794 -1.192
H 0.730 6.051 -0.746
H 2.145 7.205 -2.622
H 2.437 6.007 -4.873
H 1.294 3.786 -5.348
H -0.440 -0.424 -4.635
H 0.646 -3.268 -4.354
H -0.121 -3.870 -2.766
H -2.091 -1.936 -5.491
H 0.508 -2.528 -1.009
O -4.970 -8.157 -2.216
C -4.035 -7.769 -2.863
O -4.041 -6.518 -3.369
C -2.914 -5.888 -3.987
C -2.824 -6.248 -5.456
C -2.889 -8.688 -3.200
H -1.992 -6.108 -3.443
H -3.078 -4.815 -3.892
H -2.672 -7.319 -5.598
H -1.998 -5.716 -5.933
H -3.752 -5.988 -5.969
H -3.148 -9.278 -4.080
H -2.724 -9.353 -2.353
H -1.946 -8.172 -3.370
O -3.030 -4.435 1.131
C -3.946 -4.047 0.443
O -5.092 -4.739 0.409
C -6.298 -4.280 -0.216
C -6.305 -4.611 -1.695
C -3.786 -2.845 -0.451
H -6.461 -3.218 -0.021
H -7.114 -4.811 0.274
H -5.492 -4.109 -2.223
H -7.251 -4.311 -2.151
H -6.166 -5.683 -1.846
H -3.319 -3.157 -1.387
H -3.138 -2.121 0.056
H -4.718 -2.326 -0.662
O 1.775 3.025 0.261
C 2.530 3.390 1.134
O 3.594 2.639 1.450
C 4.649 3.065 2.329
C 4.296 2.792 3.776
C 2.244 4.628 1.937
H 4.912 4.109 2.148
H 5.526 2.475 2.056
H 3.412 3.354 4.086
H 5.124 3.063 4.432
H 4.066 1.738 3.920
H 1.556 4.381 2.746
H 1.779 5.362 1.279
H 3.132 5.104 2.344
O 4.674 0.164 5.336
C 5.706 -0.443 5.195
O 6.491 -0.685 6.257
C 7.633 -1.552 6.237
C 8.870 -0.817 5.762
C 6.181 -0.858 3.826
H 7.431 -2.454 5.656
H 7.783 -1.878 7.268
H 8.757 -0.461 4.737
H 9.745 -1.468 5.807
H 9.053 0.061 6.384
H 6.704 -0.023 3.358
H 5.310 -1.122 3.227
H 6.825 -1.735 3.831
O -0.443 7.023 2.909
C -1.341 7.418 2.209
O -2.515 6.761 2.191
C -3.701 7.248 1.548
C -3.717 6.881 0.079
C -1.144 8.588 1.280
H -3.825 8.320 1.715
H -4.538 6.760 2.049
H -2.884 7.339 -0.459
H -4.649 7.203 -0.389
H -3.617 5.800 -0.044
H -0.687 8.238 0.353
H -0.479 9.302 1.765
H -2.060 9.129 1.053
```